Run one
DFT (ωB97M-V with the def2-TZVPD basis set) results for a structure of composition C21H24N3O2ReS2.

## Properties
* E_LUMO (spin up / spin down): -0.4715 / -0.4547 Ha
* gap between HOMO and LUMO (spin up / spin down): 4.117 / 4.584 eV
* HOMO level (spin up / spin down): -16.95 / -16.96 eV

The geometry in ORCA input format:
```
! RIJCOSX wB97M-V def2-TZVPD def2/J DEFGRID3
* xyz 3 2
Re -1.370 1.655 -2.842
N -3.044 2.979 -3.260
C -2.642 4.411 -3.549
C -1.506 4.896 -2.644
C -0.152 4.383 -3.141
O 0.741 5.057 -3.506
O -0.079 2.998 -3.171
H -3.566 2.630 -4.069
H -3.725 2.988 -2.500
H -3.510 5.055 -3.412
H -2.347 4.484 -4.596
H -1.646 4.548 -1.615
H -1.461 5.982 -2.644
S 0.006 -0.241 -2.743
C 0.064 -0.663 -1.073
N 0.701 -1.719 -0.659
C 0.638 -2.051 0.770
C 0.783 -0.781 1.571
N -0.287 0.148 1.171
C -0.964 0.883 2.251
C -1.802 -0.100 3.050
C -1.459 -0.397 4.365
C -2.253 -1.264 5.103
C -3.356 -1.870 4.516
C -3.704 -1.570 3.204
C -2.918 -0.700 2.467
C -0.632 0.187 -0.078
S -1.909 1.246 -0.630
C 1.528 -2.582 -1.516
C 2.977 -2.416 -1.109
C 3.623 -1.201 -1.341
C 4.961 -1.055 -1.015
C 5.646 -2.109 -0.419
C 5.007 -3.324 -0.198
C 3.666 -3.471 -0.521
H 1.431 -2.755 1.010
H -0.329 -2.520 0.979
H 1.752 -0.307 1.390
H 0.689 -0.990 2.635
H -1.575 1.678 1.832
H -0.199 1.326 2.890
H -0.602 0.075 4.831
H -2.016 -1.454 6.141
H -3.938 -2.590 5.076
H -4.584 -2.014 2.760
H -3.193 -0.476 1.439
H 1.380 -2.319 -2.560
H 1.208 -3.616 -1.371
H 3.092 -0.373 -1.804
H 5.472 -0.125 -1.223
H 6.674 -1.977 -0.109
H 5.555 -4.158 0.219
H 3.175 -4.423 -0.353
*
```

***

Run two
DFT (ωB97M-V with the def2-TZVPD basis set) results for a structure of composition C21H24N3O2ReS2.

## Properties
* E_LUMO (spin up / spin down): -0.3935 / -0.3965 Ha
* gap between HOMO and LUMO (spin up / spin down): 5.677 / 5.597 eV
* HOMO level (spin up / spin down): -16.39 / -16.39 eV

The geometry in ORCA input format:
```
! RIJCOSX wB97M-V def2-TZVPD def2/J DEFGRID3
* xyz 3 2
Re -0.290 3.208 -0.372
N 0.829 4.570 0.927
C 0.544 6.029 0.709
C 0.914 6.579 -0.679
C -0.081 6.459 -1.748
O -0.786 6.705 -2.572
O -0.190 4.240 -1.681
H 0.607 4.393 1.911
H 1.837 4.419 0.857
H 1.138 6.595 1.427
H -0.505 6.216 0.937
H 1.849 6.168 -1.073
H 1.035 7.669 -0.605
S 1.256 1.479 -0.310
C 0.377 0.116 -0.941
N 0.985 -0.890 -1.473
C 0.197 -2.018 -2.008
C -1.011 -2.263 -1.146
N -1.751 -1.001 -0.941
C -3.241 -1.141 -0.757
C -3.538 -2.264 0.190
C -3.236 -2.124 1.544
C -3.502 -3.162 2.421
C -4.076 -4.337 1.950
C -4.387 -4.475 0.604
C -4.114 -3.440 -0.278
C -1.112 0.115 -0.857
S -1.932 1.639 -0.609
C 2.473 -0.959 -1.588
C 3.125 -1.209 -0.251
C 4.183 -0.402 0.149
C 4.839 -0.660 1.345
C 4.428 -1.713 2.149
C 3.367 -2.520 1.753
C 2.722 -2.273 0.552
H 0.835 -2.899 -2.014
H -0.067 -1.779 -3.042
H -0.760 -2.665 -0.162
H -1.690 -2.967 -1.624
H -3.642 -1.328 -1.755
H -3.612 -0.184 -0.400
H -2.818 -1.194 1.920
H -3.283 -3.052 3.474
H -4.294 -5.142 2.638
H -4.851 -5.383 0.244
H -4.378 -3.540 -1.325
H 2.808 -0.015 -2.019
H 2.671 -1.752 -2.308
H 4.519 0.409 -0.487
H 5.679 -0.047 1.642
H 4.943 -1.917 3.078
H 3.063 -3.354 2.370
H 1.927 -2.941 0.236
*
```

***

Relative energy table, unit eV: run one 1.189; run two 0.000

***

Run one
DFT (ωB97M-V with the def2-TZVPD basis set) results for a cluster of 2 separate species, C6H7F in total.

## Properties
* E_LUMO: -0.0075 Ha
* gap between HOMO and LUMO: 8.536 eV
* HOMO level: -8.74 eV

The geometry in ORCA input format:
```
! RIJCOSX wB97M-V def2-TZVPD def2/J DEFGRID3
* xyz 0 1
C 0.131 -0.072 -0.772
C -2.982 -1.112 -1.803
C 1.542 1.293 2.341
C 1.205 0.667 1.183
C -0.011 0.412 0.464
C 0.606 -0.926 -1.658
F -3.078 0.125 -1.464
H 2.591 1.373 2.564
H 1.083 1.873 3.036
H 1.932 0.310 0.434
H -1.028 0.233 0.899
H -3.666 -1.565 -0.997
H 1.010 -1.970 -1.613
H 0.665 -0.640 -2.614
*
```

***

Run two
DFT (ωB97M-V with the def2-TZVPD basis set) results for the molecule C6H7F.

## Properties
* E_LUMO: 0.0228 Ha
* gap between HOMO and LUMO: 9.257 eV
* HOMO level: -8.64 eV
* structure (SMILES): F[C@@H]1C2=CCC[C@H]21

The geometry in ORCA input format:
```
! RIJCOSX wB97M-V def2-TZVPD def2/J DEFGRID3
* xyz 0 1
C -0.063 1.534 -0.092
C -1.290 0.916 -0.121
C 1.026 0.450 -0.252
C 0.281 -0.854 0.057
C -1.175 -0.524 -0.486
C -2.331 -0.011 0.427
F -3.553 -0.044 -0.125
H 0.289 2.537 0.079
H 1.408 0.213 -1.337
H 1.951 0.617 0.364
H 0.871 -1.678 -0.341
H 0.083 -1.136 1.115
H -1.613 -0.827 -1.377
H -2.253 -0.350 1.471
*
```

***

Relative energy table, unit eV: run one 3.738; run two 0.000

***

Run one
DFT (ωB97M-V with the def2-TZVPD basis set) results for the ion C2H6N5 with charge +1.

## Properties
* E_LUMO: -0.1671 Ha
* gap between HOMO and LUMO: 9.332 eV
* HOMO level: -13.88 eV
* structure (SMILES): [H]/N=N\C(=[NH2+])/N=C\N

The geometry in ORCA input format:
```
! RIJCOSX wB97M-V def2-TZVPD def2/J DEFGRID3
* xyz 1 1
C 1.364 0.034 0.484
C -1.005 -0.394 0.066
N 0.205 -0.504 0.581
N 1.845 0.760 -0.511
N -1.492 0.820 -0.261
N -1.695 -1.481 -0.258
N -1.872 1.846 0.224
H 2.055 -0.198 1.291
H 2.810 1.052 -0.508
H -1.256 -2.389 -0.210
H -2.665 -1.427 -0.536
H 1.283 1.008 -1.315
H -2.040 1.880 1.248
*
```

***

Run two
DFT (ωB97M-V with the def2-TZVPD basis set) results for the ion C2H6N5 with charge +1.

## Properties
* E_LUMO: -0.2072 Ha
* gap between HOMO and LUMO: 10.998 eV
* HOMO level: -16.64 eV
* structure (SMILES): Cn1nn[n+](C)n1

The geometry in ORCA input format:
```
! RIJCOSX wB97M-V def2-TZVPD def2/J DEFGRID3
* xyz 1 1
C -2.397 0.149 -0.045
C 2.397 -0.031 -0.021
N -0.692 -1.570 0.355
N 0.572 -1.605 0.335
N 0.164 0.349 -0.453
N -1.114 -0.513 -0.152
N 1.052 -0.449 -0.126
H -3.170 -0.641 0.316
H -2.422 1.071 0.445
H -2.801 0.546 -1.022
H 2.482 1.048 -0.486
H 2.799 0.042 0.954
H 3.137 -0.586 -0.543
*
```

***

Relative energy table, unit eV: run one 0.000; run two 3.049

***

Run one
DFT (ωB97M-V with the def2-TZVPD basis set) results for a structure of composition C36H58BrN5O6SScSi.

## Properties
* E_LUMO: -0.0780 Ha
* gap between HOMO and LUMO: 8.835 eV
* HOMO level: -10.96 eV

The geometry in ORCA input format:
```
! RIJCOSX wB97M-V def2-TZVPD def2/J DEFGRID3
* xyz 1 1
Sc 0.032 -0.136 0.160
C 1.018 -1.298 -3.002
C 0.711 -2.650 -2.349
N 0.468 -2.532 -0.910
C -0.548 -3.472 -0.439
C -1.954 -3.098 -0.914
S -2.305 -1.313 -0.935
C -2.059 -0.902 -2.696
C -0.975 0.134 -2.944
N 0.326 -0.190 -2.338
H 2.087 -1.093 -2.973
H 0.757 -1.346 -4.065
H -0.179 -3.076 -2.808
H 1.521 -3.353 -2.568
H 1.317 -2.685 -0.366
H -0.339 -4.499 -0.763
H -0.530 -3.473 0.647
H -2.170 -3.472 -1.914
H -2.691 -3.550 -0.252
H -1.868 -1.832 -3.228
H -3.003 -0.508 -3.070
H -0.874 0.257 -4.031
H -1.293 1.096 -2.549
H 0.897 0.651 -2.419
C 5.603 -1.477 -0.976
C 4.659 -0.712 -0.094
C 5.077 -0.056 1.057
C 4.154 0.594 1.856
C 2.831 0.570 1.458
Br 1.523 1.397 2.537
N 2.398 -0.024 0.357
C 3.308 -0.661 -0.386
H 6.630 -1.146 -0.831
H 5.351 -1.350 -2.029
H 5.559 -2.543 -0.746
H 6.123 -0.060 1.337
H 4.441 1.100 2.766
H 2.931 -1.168 -1.261
O 2.106 -2.709 1.515
C 1.090 -2.362 2.109
O 0.262 -1.466 1.649
C 0.720 -2.981 3.420
C 1.698 -3.648 4.152
C 1.376 -4.237 5.363
C 0.071 -4.183 5.837
C -0.912 -3.537 5.099
C -0.587 -2.930 3.896
H 2.704 -3.695 3.756
H 2.139 -4.745 5.938
H -0.181 -4.649 6.780
H -1.931 -3.508 5.462
H -1.349 -2.429 3.313
N -2.864 1.644 -0.213
C -2.863 1.246 1.095
C -3.989 1.473 1.904
C -3.969 1.071 3.214
C -2.826 0.447 3.718
C -1.780 0.232 2.859
N -1.782 0.594 1.557
H -3.615 2.258 -0.481
H -1.962 1.895 -0.602
H -4.850 1.974 1.482
H -4.828 1.247 3.849
H -2.756 0.131 4.748
H -0.883 -0.266 3.193
C -2.695 4.937 -2.408
C -1.481 4.267 -3.036
C -0.421 5.289 -3.413
C -1.900 3.470 -4.264
O -0.976 3.310 -2.088
Si 0.417 3.063 -1.249
O 0.040 1.744 -0.402
O 1.617 2.656 -2.293
C 3.023 2.975 -2.378
C 3.204 4.382 -2.930
C 3.610 1.944 -3.332
C 3.678 2.856 -1.006
O 0.919 4.360 -0.420
C 0.492 5.120 0.722
C -0.784 4.523 1.302
C 0.261 6.553 0.263
C 1.631 5.079 1.729
H -3.132 5.664 -3.094
H -2.420 5.454 -1.490
H -3.458 4.192 -2.172
H -0.826 5.998 -4.136
H 0.436 4.791 -3.864
H -0.082 5.847 -2.539
H -2.355 4.121 -5.012
H -2.629 2.705 -3.987
H -1.032 2.983 -4.712
H 2.805 4.455 -3.942
H 4.265 4.634 -2.966
H 2.697 5.107 -2.293
H 3.098 1.986 -4.295
H 3.495 0.939 -2.916
H 4.673 2.128 -3.494
H 3.237 3.565 -0.305
H 4.746 3.064 -1.083
H 3.555 1.845 -0.617
H -1.576 4.517 0.549
H -1.128 5.113 2.153
H -0.618 3.496 1.632
H -0.549 6.607 -0.463
H 1.167 6.950 -0.198
H 0.000 7.187 1.112
H 1.842 4.053 2.030
H 1.376 5.657 2.618
H 2.534 5.506 1.289
*
```

***

Run two
DFT (ωB97M-V with the def2-TZVPD basis set) results for a structure of composition C36H58BrN5O6SScSi.

## Properties
* E_LUMO: -0.0782 Ha
* gap between HOMO and LUMO: 8.806 eV
* HOMO level: -10.93 eV

The geometry in ORCA input format:
```
! RIJCOSX wB97M-V def2-TZVPD def2/J DEFGRID3
* xyz 1 1
Sc -0.142 0.147 0.114
C 3.002 1.542 -0.688
C 2.815 2.209 0.679
N 1.476 2.003 1.226
C 1.460 1.860 2.677
C 2.050 0.526 3.132
S 1.654 -0.890 2.072
C 3.147 -1.039 1.048
C 2.907 -0.900 -0.446
N 2.197 0.328 -0.835
H 2.728 2.228 -1.488
H 4.066 1.326 -0.846
H 3.536 1.792 1.383
H 3.064 3.272 0.598
H 0.837 2.758 0.971
H 2.004 2.669 3.182
H 0.427 1.920 3.010
H 3.137 0.556 3.217
H 1.676 0.286 4.127
H 3.874 -0.320 1.423
H 3.566 -2.030 1.231
H 3.883 -0.953 -0.949
H 2.329 -1.749 -0.807
H 1.929 0.214 -1.812
C 0.301 5.149 -2.897
C -0.570 3.985 -2.524
C -1.926 3.938 -2.821
C -2.691 2.859 -2.419
C -2.050 1.847 -1.731
Br -3.032 0.345 -1.167
N -0.758 1.847 -1.437
C -0.048 2.912 -1.823
H -0.143 5.732 -3.701
H 1.286 4.821 -3.229
H 0.441 5.812 -2.042
H -2.389 4.749 -3.369
H -3.747 2.794 -2.630
H 0.995 2.907 -1.549
O -1.046 3.467 1.026
C -1.521 2.511 1.623
O -1.195 1.265 1.381
C -2.519 2.711 2.723
C -3.193 3.925 2.797
C -4.108 4.149 3.813
C -4.330 3.170 4.773
C -3.644 1.965 4.716
C -2.744 1.732 3.686
H -2.990 4.682 2.052
H -4.643 5.087 3.863
H -5.034 3.352 5.574
H -3.807 1.212 5.475
H -2.197 0.801 3.639
N 0.253 -3.204 0.577
C -0.851 -2.877 1.314
C -1.430 -3.825 2.175
C -2.552 -3.488 2.884
C -3.099 -2.210 2.741
C -2.451 -1.331 1.911
N -1.335 -1.631 1.216
H 0.480 -4.184 0.536
H 0.383 -2.699 -0.296
H -0.991 -4.810 2.249
H -3.015 -4.214 3.539
H -3.993 -1.906 3.262
H -2.811 -0.322 1.777
C 1.496 -5.336 -2.402
C 2.030 -4.042 -2.994
C 1.834 -4.002 -4.500
C 3.496 -3.857 -2.638
O 1.333 -2.958 -2.355
Si 0.259 -1.799 -2.803
O -0.091 -1.126 -1.370
O 1.026 -0.697 -3.737
C 0.701 0.023 -4.939
C 0.724 -0.930 -6.121
C 1.780 1.087 -5.078
C -0.668 0.665 -4.790
O -0.985 -2.373 -3.664
C -2.178 -3.155 -3.488
C -2.282 -3.608 -2.040
C -2.086 -4.336 -4.441
C -3.349 -2.267 -3.874
H 2.003 -6.194 -2.844
H 0.430 -5.441 -2.592
H 1.661 -5.362 -1.324
H 2.385 -4.821 -4.965
H 2.201 -3.063 -4.908
H 0.782 -4.111 -4.768
H 4.098 -4.684 -3.017
H 3.617 -3.816 -1.554
H 3.880 -2.931 -3.068
H 1.723 -1.333 -6.277
H 0.429 -0.397 -7.026
H 0.031 -1.758 -5.971
H 2.765 0.622 -5.105
H 1.740 1.775 -4.229
H 1.644 1.664 -5.992
H -1.448 -0.084 -4.647
H -0.909 1.244 -5.683
H -0.667 1.345 -3.940
H -1.391 -4.163 -1.739
H -3.146 -4.262 -1.908
H -2.398 -2.753 -1.370
H -1.232 -4.967 -4.207
H -1.977 -3.982 -5.467
H -2.987 -4.948 -4.384
H -3.394 -1.393 -3.228
H -4.290 -2.811 -3.784
H -3.247 -1.930 -4.906
*
```

***

Relative energy table, unit eV: run one 0.000; run two 0.092

***

Run one
DFT (ωB97M-V with the def2-TZVPD basis set) results for a cluster of 2 separate species, C3H7PS2 in total.

## Properties
* E_LUMO (spin up / spin down): -0.0275 / -0.0290 Ha
* gap between HOMO and LUMO (spin up / spin down): 7.368 / 7.065 eV
* HOMO level (spin up / spin down): -8.12 / -7.85 eV

The geometry in ORCA input format:
```
! RIJCOSX wB97M-V def2-TZVPD def2/J DEFGRID3
* xyz 0 1
C 1.096 0.447 -0.316
C -2.246 1.087 -0.337
C 2.115 -0.513 -0.810
P -1.721 -0.669 0.098
S 1.134 1.905 0.236
S 3.816 -0.333 0.007
H -3.217 1.517 -0.069
H -2.364 1.252 -1.381
H -1.500 1.878 -0.169
H 2.250 -0.462 -1.973
H 1.589 -1.527 -0.691
H -2.161 -0.425 1.467
H 4.052 0.939 -0.407
*
```

***

Run two
DFT (ωB97M-V with the def2-TZVPD basis set) results for a cluster of 2 separate species, C3H7PS2 in total.

## Properties
* E_LUMO: -0.0090 Ha
* gap between HOMO and LUMO: 8.442 eV
* HOMO level: -8.69 eV
* structure (SMILES): S=C1CS1.CP

The geometry in ORCA input format:
```
! RIJCOSX wB97M-V def2-TZVPD def2/J DEFGRID3
* xyz 0 1
C 1.990 2.998 -1.440
C -0.205 0.826 1.120
C 3.117 2.094 -1.061
P -0.018 -0.618 -0.046
S 0.782 3.782 -0.854
S 2.988 2.729 -2.729
H -0.235 1.671 0.399
H 0.386 0.900 1.953
H -1.169 0.636 1.550
H 2.780 1.151 -0.592
H 3.962 2.559 -0.622
H -0.170 0.073 -1.200
H 1.299 -0.456 -0.501
*
```

***

Relative energy table, unit eV: run one 1.335; run two 0.000

***

Run one
DFT (ωB97M-V with the def2-TZVPD basis set) results for a structure of composition C9H10N2S.

## Properties
* E_LUMO: 0.0128 Ha
* gap between HOMO and LUMO: 9.582 eV
* HOMO level: -9.23 eV

The geometry in ORCA input format:
```
! RIJCOSX wB97M-V def2-TZVPD def2/J DEFGRID3
* xyz 0 1
C 3.717 0.105 0.069
C 1.227 0.354 -0.438
C 0.762 -1.193 -0.643
C -0.845 -0.957 -0.037
C -0.427 -0.464 1.301
C 0.155 0.854 0.525
C -1.009 1.510 -0.261
C -1.670 0.109 -0.765
C -3.189 -0.107 -0.358
H 1.245 0.928 -1.329
H 1.291 -1.868 0.419
H 0.793 -1.688 -1.751
H -1.325 -1.980 0.077
H 0.354 -1.018 1.862
H -1.270 -0.271 1.848
H 0.691 1.438 1.468
H -0.879 2.281 -1.141
H -1.682 2.066 0.591
H -1.615 -0.188 -1.867
N 2.488 0.326 0.206
N -4.145 -0.187 0.280
S 5.330 -0.050 -0.055
*
```

***

Run two
DFT (ωB97M-V with the def2-TZVPD basis set) results for the molecule C9H10N2S.

## Properties
* E_LUMO: -0.0298 Ha
* gap between HOMO and LUMO: 7.827 eV
* HOMO level: -8.64 eV
* structure (SMILES): N#C[C@]1(SC2CC2)CC=CC=N1

The geometry in ORCA input format:
```
! RIJCOSX wB97M-V def2-TZVPD def2/J DEFGRID3
* xyz 0 1
C -0.103 -2.254 -0.248
C -2.164 1.274 0.091
C -2.440 0.397 0.991
C -1.614 0.855 -1.151
C -2.039 -1.028 0.720
C 2.119 0.945 -0.762
C 3.152 0.687 0.326
C 1.979 -0.200 0.214
C -0.788 -1.018 -0.171
N 0.276 -3.333 -0.424
N -0.905 -0.211 -1.320
S 0.691 -0.251 1.328
H -2.439 2.254 0.156
H -2.850 0.655 1.893
H -1.712 1.502 -2.129
H -1.834 -1.627 1.643
H -2.749 -1.644 0.137
H 1.574 1.945 -0.508
H 2.385 0.625 -1.821
H 4.065 0.236 0.288
H 3.243 1.408 1.097
H 2.152 -1.215 -0.350
*
```

***

Relative energy table, unit eV: run one 0.288; run two 0.000